Entry 1:
Entry from the Open Molecules 2025 dataset: a molecular structure, C20H44NOP3SSc at a distorted geometry (ωB97M-V/def2-TZVPD).

Geometry as XYZ:
```
71
Properties=species:S:1:pos:R:3:forces:R:3
Sc -0.11930 0.09236 0.81090 -0.39 0.97 1.58
P -0.94984 2.29044 2.27195 -0.20 0.95 0.12
P -2.63973 -0.33089 0.17526 -0.80 -0.17 -0.69
P 2.25495 1.31086 0.57307 0.84 0.37 0.08
H -0.20559 -2.39773 -8.53458 0.35 -0.12 0.07
C 0.82057 -2.62827 -8.22842 -0.08 0.28 0.05
C 1.15697 -3.83482 -7.76441 0.06 -0.20 0.14
H 0.41905 -4.63935 -7.66935 0.28 0.31 -0.09
C -1.39818 3.76176 1.27230 0.09 -0.07 -0.08
C -2.42826 2.05805 3.33662 -0.10 -0.40 0.11
C 0.25469 2.93080 3.49846 0.22 -0.11 0.14
C -2.67272 -1.82255 -0.87988 0.06 -0.27 -0.14
C -3.82095 -0.73650 1.50750 0.04 -0.04 0.70
C -3.42438 0.97071 -0.83589 0.10 0.13 -0.18
C 3.33730 0.45370 -0.63354 0.00 -0.13 -0.13
C 3.34336 1.45127 2.03420 0.13 -0.02 0.36
C 2.15226 3.01798 -0.06885 -0.23 0.09 -0.18
H 1.56366 -1.83483 -8.36066 -0.22 -0.33 -0.01
H 2.19092 -4.08267 -7.50010 -0.40 0.12 -0.12
H -1.69446 4.60979 1.90742 0.10 -0.29 -0.15
H -2.23137 3.50309 0.60091 0.30 0.11 0.21
H -0.53540 4.04861 0.65430 -0.32 -0.02 0.16
H -2.54897 2.88930 4.05523 0.14 -0.30 -0.42
H -2.29810 1.12040 3.90371 -0.17 0.37 -0.11
H -3.34332 1.97915 2.72747 0.34 0.04 0.22
H -0.21688 3.67651 4.16252 0.18 -0.29 -0.34
H 1.12988 3.38936 3.01124 -0.36 -0.13 0.16
H 0.60366 2.08487 4.11502 -0.09 0.35 -0.12
H -3.68656 -2.24701 -0.94871 0.36 0.17 -0.08
H -1.99167 -2.56243 -0.43138 -0.39 0.01 -0.12
H -2.28573 -1.60017 -1.88464 -0.25 -0.01 0.21
H -4.82226 -0.30060 1.34702 0.46 -0.15 -0.10
H -3.41189 -0.34393 2.45303 -0.36 -0.21 -0.30
H -3.92418 -1.82892 1.61420 0.08 0.41 -0.09
H -4.27354 0.56374 -1.40222 0.13 0.13 0.26
H -2.67275 1.35760 -1.53864 -0.27 -0.11 0.18
H -3.76090 1.81052 -0.21000 0.05 -0.32 -0.16
H 4.33927 0.90448 -0.68643 -0.32 -0.10 0.03
H 2.88335 0.45635 -1.63497 0.19 0.13 0.25
H 3.43063 -0.59973 -0.32794 0.16 0.26 -0.05
H 4.17464 2.15328 1.84980 -0.32 -0.29 0.03
H 3.77216 0.46915 2.29108 -0.08 0.31 -0.13
H 2.76817 1.80285 2.90453 0.25 -0.06 -0.30
H 3.12454 3.33431 -0.46813 -0.17 -0.07 0.16
H 1.82543 3.73645 0.69663 0.16 -0.31 -0.14
H 1.41107 3.03987 -0.87781 0.19 0.06 0.13
C 0.46144 -1.09728 -2.44289 0.44 -1.05 2.19
C 0.31298 0.22051 -2.93591 -0.33 1.94 -0.93
C 0.06690 0.43427 -4.28597 -0.04 0.92 1.06
C -0.01967 -0.63618 -5.17964 -0.09 0.00 -0.24
C 0.12028 -1.94010 -4.69821 0.12 -1.39 0.86
C 0.35482 -2.17027 -3.35628 0.16 -1.06 -1.50
S 0.79149 -1.59756 -0.82441 -0.26 0.17 -2.45
H -0.43322 1.35407 -0.41503 -0.31 0.41 -0.79
H 0.39071 1.08180 -2.26427 0.11 -0.42 -0.15
H -0.05001 1.45582 -4.66133 0.12 -0.38 0.21
H -0.18647 -0.46490 -6.24488 0.09 -0.03 0.26
H 0.06451 -2.79258 -5.37119 -0.05 0.22 -0.03
H 0.47989 -3.17980 -2.96558 -0.08 0.18 -0.26
C -0.27302 -2.23304 4.89564 -0.22 -0.07 0.33
N 1.02051 -1.91206 4.28719 0.13 0.35 -1.03
C 2.27426 -2.34745 4.89614 0.73 -0.09 0.15
C 1.04134 -1.29616 3.13923 -0.75 -0.14 0.30
O -0.06062 -0.91702 2.58144 1.20 -0.35 0.19
H -0.06542 -2.79489 5.80697 -0.22 0.11 -0.15
H -0.88157 -2.83508 4.21103 0.21 0.10 0.15
H -0.82338 -1.31604 5.13600 0.18 -0.20 -0.01
H 2.83364 -3.00152 4.21919 -0.23 -0.01 0.15
H 2.91524 -1.49144 5.13150 -0.25 -0.10 0.09
H 2.04340 -2.88559 5.81004 0.12 0.01 -0.03
H 2.02237 -1.11472 2.64337 -0.52 -0.16 0.52
```
Positions in Å, forces in eV/Å.

Calculated values
* E: -3100.42199 a.u.
* charge: +3


Entry 2:
Entry from the Open Molecules 2025 dataset: 3 unconnected molecules or ions with the total composition C20H45F3N2O11P2S at a distorted geometry (ωB97M-V/def2-TZVPD).

Geometry as XYZ:
```
84
Properties=species:S:1:pos:R:3:forces:R:3
N 0.34095 -10.24762 -2.13088 -0.76 0.27 0.40
C 0.33144 -8.79401 -1.92815 1.13 -0.39 0.10
N 0.09750 -8.05483 -3.17980 -0.43 0.93 1.87
C -1.33300 -7.72275 -3.43241 0.49 -0.41 -0.64
C -2.33867 -8.82241 -3.06784 -0.68 0.70 -0.37
O -3.36050 -8.78611 -4.05710 0.16 -0.09 0.16
C -3.03794 -8.63349 -1.69439 -0.87 -0.87 -0.38
F -2.48083 -9.37191 -0.71472 0.43 0.35 0.10
F -4.30480 -9.08401 -1.78533 0.05 0.04 0.15
F -3.13308 -7.36129 -1.29584 0.38 0.07 0.12
C 0.80082 -6.80385 -3.19689 0.58 -0.08 -1.66
O 1.07428 -6.30506 -4.25664 -0.26 0.06 0.51
O 1.21298 -6.21157 -2.04072 -0.01 -0.10 0.07
C 0.15132 -5.68869 -1.22762 -0.20 -0.35 0.50
C 0.69875 -4.76193 -0.14796 -0.49 0.26 -0.01
C -0.11689 -4.76308 1.15825 -0.20 -0.63 -0.08
S -1.92412 -4.97630 0.91741 -0.23 0.24 0.04
H -0.51877 -10.60772 -1.72982 -0.02 -0.27 -0.19
H 1.06033 -10.65870 -1.55020 0.21 0.03 -0.14
H 1.34273 -8.54077 -1.61262 -0.05 0.18 -0.03
H -0.31472 -8.49091 -1.09884 -0.21 -0.03 -0.20
H -1.62457 -6.75737 -3.00610 -0.07 -0.18 0.32
H -1.43182 -7.59015 -4.50829 0.04 -0.13 -0.03
H -1.94402 -9.83312 -3.10746 0.26 0.08 0.00
H -3.75873 -7.91029 -4.01764 -0.18 0.05 -0.19
H -0.38983 -6.51052 -0.75323 -0.05 -0.01 -0.10
H -0.54904 -5.13776 -1.85807 -0.02 -0.07 -0.03
H 1.71602 -5.04684 0.11629 0.14 0.18 -0.26
H 0.65390 -3.74805 -0.54338 0.55 0.05 0.00
H 0.00915 -3.82895 1.69656 0.12 0.03 -0.02
H 0.22316 -5.56822 1.80678 -0.06 0.00 0.06
H -2.14265 -6.16784 1.50264 0.32 0.13 -0.07
O 2.17234 -0.64899 -0.50039 -4.03 0.72 0.92
P 2.13098 0.69736 -1.16932 8.61 -0.39 -2.47
O 2.95564 0.20572 -2.51898 -0.37 -0.03 -0.25
C 2.28917 -0.61157 -3.47441 0.02 0.02 -0.07
C 1.23462 0.15153 -4.26067 -0.10 0.02 0.13
O 3.35101 1.44722 -0.37585 -1.16 0.48 0.42
C 3.77624 1.00640 0.91385 0.23 -0.26 0.18
C 4.89825 -0.00916 0.80812 0.19 0.05 -0.15
O 1.84962 2.11681 -2.01011 -3.38 -0.78 1.42
C 0.61181 2.81437 -1.76060 -0.10 0.29 0.15
C 0.45362 3.20569 -0.30465 0.12 -0.07 0.05
H 1.84526 -1.47989 -2.97691 0.03 -0.02 -0.01
H 3.05595 -0.97844 -4.15645 0.08 0.02 0.08
H 0.38387 0.41200 -3.62295 -0.03 -0.02 -0.06
H 0.85786 -0.45497 -5.08519 0.01 -0.03 0.02
H 1.64319 1.08002 -4.65741 0.05 -0.03 -0.03
H 2.93568 0.61226 1.48506 -0.03 -0.12 -0.12
H 4.13225 1.88944 1.44803 -0.05 0.09 -0.14
H 4.67868 -0.77643 0.06699 -0.19 -0.04 0.09
H 5.07751 -0.48760 1.77209 0.00 0.02 0.00
H 5.81962 0.48135 0.48987 0.00 0.01 0.04
H -0.22564 2.18721 -2.08061 0.00 0.07 -0.07
H 0.61591 3.70195 -2.39211 0.16 -0.07 -0.06
H 0.38087 2.32009 0.33843 -0.06 0.01 -0.02
H -0.45070 3.79775 -0.16266 -0.01 -0.02 0.01
H 1.31336 3.78201 0.03526 -0.01 0.04 -0.03
O -1.32879 8.37092 1.61202 0.61 2.84 1.35
P -1.15996 7.95343 3.02887 -1.03 -6.55 -0.06
O 0.10398 6.92186 3.02499 -0.35 0.77 0.22
C 1.40939 7.43664 2.76500 0.35 0.10 0.01
C 1.94485 8.26900 3.91790 -0.16 0.12 0.00
O -2.39329 6.89766 3.22156 0.07 0.60 0.25
C -3.42487 6.78112 2.24323 -0.04 -0.15 -0.31
C -3.08883 5.71798 1.21579 0.04 -0.27 0.05
O -1.13169 8.20872 4.66061 0.50 2.46 -1.65
C -1.50692 9.51748 5.13885 -0.17 0.28 0.14
C -2.91413 9.90155 4.72399 -0.05 -0.15 -0.17
H 1.40220 8.01910 1.83890 -0.05 -0.04 0.00
H 2.05634 6.57384 2.60785 -0.14 -0.08 -0.01
H 1.39442 9.21013 4.00822 0.06 0.00 0.01
H 2.99575 8.51281 3.75886 -0.01 -0.02 -0.04
H 1.84046 7.73596 4.86213 0.04 -0.05 -0.02
H -3.62116 7.74252 1.76948 0.17 0.02 -0.04
H -4.33638 6.50171 2.77494 0.11 -0.01 0.15
H -2.06493 5.81487 0.85552 -0.03 0.24 -0.05
H -3.77036 5.77001 0.36545 -0.01 0.00 0.01
H -3.17146 4.72603 1.66431 -0.03 0.00 -0.01
H -0.78609 10.25524 4.77422 0.01 -0.01 0.06
H -1.42752 9.49073 6.22452 0.08 -0.19 -0.03
H -2.99444 9.99743 3.63562 0.03 0.05 0.05
H -3.19488 10.85729 5.16647 0.03 0.00 0.00
H -3.62804 9.13995 5.03629 0.01 0.01 0.08
```
Positions in Å, forces in eV/Å.

Calculated values
* E: -3106.70420 a.u.
* charge: 0


Entry 3:
Entry from the Open Molecules 2025 dataset: a molecular structure, C20H45N2P3RhS2 at a distorted geometry (ωB97M-V/def2-TZVPD).

Geometry as XYZ:
```
73
Properties=species:S:1:pos:R:3:forces:R:3
Rh -0.26967 0.14303 -0.50532 3.11 -2.57 1.12
P -1.47556 1.84602 0.02396 -1.50 2.91 1.07
P -1.82046 -1.54811 0.70123 -2.29 -1.70 -0.90
P 1.89608 1.67258 -0.83973 0.79 0.71 -0.03
H 0.64900 -2.88789 -1.05399 0.41 0.31 0.29
C 1.44373 -2.24133 -0.65843 0.10 0.13 0.83
C 1.65377 -2.05245 0.67439 -0.57 0.05 -2.01
H 0.94554 -2.43920 1.41536 0.47 -0.20 -0.35
C -2.48580 2.09439 -1.46302 -0.25 0.18 0.11
C -2.63753 1.82078 1.43525 -0.16 0.28 -0.24
C -0.69439 3.47339 0.29888 -0.29 -0.08 -0.09
C -1.55576 -3.35884 0.61033 0.05 -0.03 0.20
C -2.26112 -1.38569 2.43295 0.41 0.83 0.95
C -3.36070 -1.28552 -0.27750 0.17 -0.12 0.43
C 3.38062 0.68855 -1.24415 0.10 0.15 0.06
C 2.67049 2.88389 0.33550 -0.14 0.05 0.33
C 1.67847 2.72069 -2.32913 -0.06 0.09 0.09
H 2.08280 -1.78604 -1.43031 -0.17 -0.50 0.72
H 2.48196 -1.43174 0.98974 -0.02 -0.14 0.19
H -3.09177 2.98474 -1.26140 -0.12 -0.12 -0.32
H -3.12664 1.22022 -1.62654 0.07 0.32 -0.10
H -1.83982 2.25139 -2.33702 -0.26 0.01 0.27
H -3.15365 2.79586 1.39539 0.01 -0.43 0.24
H -2.07130 1.74089 2.38034 -0.28 0.05 -0.46
H -3.37722 1.01182 1.34281 0.26 0.49 0.18
H -1.53966 4.17978 0.33377 0.44 0.02 0.00
H -0.02050 3.73646 -0.53034 -0.31 0.02 0.42
H -0.16261 3.47683 1.26255 -0.21 0.04 -0.42
H -2.54843 -3.81417 0.47538 0.39 -0.04 0.15
H -1.11346 -3.69930 1.55835 -0.17 -0.07 -0.34
H -0.90107 -3.64925 -0.21811 -0.34 0.01 0.25
H -3.14098 -2.01587 2.62329 0.17 -0.05 -0.43
H -2.51458 -0.36506 2.71045 0.04 -0.08 -0.01
H -1.44182 -1.72702 3.07229 -0.11 0.01 -0.18
H -3.95153 -2.20446 -0.16542 -0.20 0.48 -0.09
H -3.09542 -1.13263 -1.33623 -0.17 -0.14 0.42
H -3.89569 -0.40290 0.09826 -0.08 -0.46 -0.24
H 3.96024 1.22256 -2.00727 0.00 -0.12 0.22
H 3.15401 -0.30878 -1.60640 0.04 0.10 -0.11
H 3.97382 0.60849 -0.32733 0.00 -0.07 -0.22
H 3.40021 3.48515 -0.23512 -0.27 -0.31 0.16
H 3.20280 2.36718 1.15140 -0.27 0.16 -0.39
H 1.93249 3.56517 0.78508 0.36 -0.26 -0.23
H 1.94055 2.10118 -3.18218 0.09 0.21 -0.20
H 2.36986 3.56090 -2.23919 -0.03 -0.06 -0.20
H 0.66637 3.11068 -2.49032 0.23 -0.14 0.13
C 0.32347 -0.82558 -4.15459 -0.35 0.00 0.23
C -0.13109 -0.33080 -5.41779 0.57 0.53 -0.61
C 0.49853 -0.74910 -6.58652 -0.74 0.43 0.32
C 1.46376 -1.76555 -6.54597 -0.12 0.31 -0.33
C 1.71486 -2.41535 -5.33804 -0.30 -0.25 1.25
C 1.11221 -1.99449 -4.15277 1.05 -0.34 -0.67
S 0.10039 0.19906 -2.78720 -0.85 -0.62 -1.64
H -1.06911 -1.34260 -0.52660 1.27 0.32 -0.72
H -0.88844 0.45483 -5.43101 0.32 -0.13 -0.09
H 0.24449 -0.26747 -7.53327 0.00 -0.25 0.31
H 1.99361 -2.05566 -7.45808 -0.21 0.07 0.36
H 2.40447 -3.24767 -5.30978 -0.05 -0.07 -0.01
H 1.32017 -2.50010 -3.21960 0.13 0.03 -0.18
C -0.71677 0.54867 5.63800 0.03 0.08 0.49
N 0.01653 0.93841 4.42827 -0.22 0.24 -1.30
C 0.54757 0.13110 3.49698 -0.30 -0.40 1.43
S 0.95598 0.80598 1.96390 -0.20 0.09 -0.17
N 0.81433 -1.16650 3.78930 0.35 0.88 -0.80
C 1.15289 -1.67591 5.12239 -0.11 -0.42 0.50
H -1.46165 -0.23189 5.41362 0.32 0.24 0.08
H -1.24837 1.44133 6.00775 0.33 -0.46 -0.13
H -0.00873 0.19575 6.40129 -0.55 0.22 -0.14
H -0.14014 1.89273 4.08102 0.22 -0.67 0.39
H 1.33501 -1.59752 3.03360 -0.14 0.09 0.36
H 0.23676 -1.94600 5.66990 0.51 0.08 -0.09
H 1.75443 -2.58763 4.98719 -0.23 0.42 0.08
H 1.73922 -0.93443 5.68553 -0.17 -0.34 -0.18
```
Positions in Å, forces in eV/Å.

Calculated values
* ⟨S²⟩: 6.046
* spin multiplicity: 5
* E: -2828.46068 a.u.
* charge: +3


Entry 4:
Entry from the Open Molecules 2025 dataset: a molecular structure, C20H45N2P3RuSSe at a distorted geometry (ωB97M-V/def2-TZVPD).

Geometry as XYZ:
```
73
Properties=species:S:1:pos:R:3:forces:R:3
Ru 0.04720 0.29220 0.33494 -0.42 -2.98 -0.46
P 1.19541 -0.75838 2.05852 0.99 -0.57 2.78
P -1.48547 1.30448 1.56495 -2.03 1.52 2.50
P 1.52226 1.98563 0.27103 1.77 1.57 0.43
H 0.70349 -1.11972 -2.26118 0.42 -0.17 0.32
C 1.56835 -0.99071 -1.59193 -0.79 0.20 0.65
C 1.64353 -1.94233 -0.44817 0.34 -0.81 -1.09
H 1.01307 -2.83352 -0.52436 0.34 0.40 0.50
C 0.85160 -2.51235 2.49922 -0.35 -0.16 -0.40
C 0.82788 -0.04280 3.74311 -0.25 0.38 -0.27
C 3.04351 -0.72943 2.23656 0.00 0.10 -0.66
C -2.79371 2.19591 0.65753 0.27 -0.21 -0.79
C -2.47426 0.18657 2.64359 0.14 -0.36 -0.18
C -1.00127 2.60945 2.76911 0.40 -0.07 -0.15
C 3.04409 1.55965 -0.66054 -0.07 0.14 -0.19
C 2.22267 2.68982 1.80254 -0.19 -0.01 0.07
C 0.76492 3.41058 -0.54975 -0.10 0.01 -0.29
H 2.50362 -0.93527 -2.17380 -0.29 0.41 0.38
H 2.65139 -2.07306 -0.03494 -0.68 -0.04 0.01
H 1.37131 -3.17902 1.79738 -0.21 0.12 0.27
H -0.23215 -2.70807 2.46179 0.61 0.03 0.07
H 1.20551 -2.72013 3.52532 -0.03 0.29 -0.50
H -0.25108 -0.00229 3.92870 0.43 0.06 0.10
H 1.25494 0.96245 3.85274 -0.12 -0.30 -0.04
H 1.27400 -0.67249 4.52817 -0.03 0.06 -0.47
H 3.51112 -1.31723 1.43983 0.09 0.23 0.34
H 3.32637 -1.17786 3.20405 -0.39 0.13 -0.31
H 3.44608 0.29026 2.21200 -0.04 -0.46 -0.03
H -3.46096 2.73646 1.35032 0.35 -0.28 -0.17
H -3.37488 1.47742 0.06200 0.00 0.22 0.19
H -2.31411 2.90806 -0.03084 -0.28 0.01 0.28
H -2.95650 0.77217 3.44152 0.14 -0.15 -0.30
H -1.83235 -0.57504 3.10696 -0.33 0.20 -0.10
H -3.24847 -0.31271 2.04167 0.15 0.27 0.15
H -1.88857 2.92912 3.33417 0.14 -0.14 -0.29
H -0.58636 3.47691 2.23870 -0.22 -0.18 0.22
H -0.26367 2.23000 3.48288 -0.25 0.23 -0.18
H 3.69818 2.44148 -0.66723 -0.10 -0.21 0.02
H 2.79982 1.27751 -1.69208 0.19 0.31 0.27
H 3.57024 0.71586 -0.18897 -0.15 0.32 -0.08
H 2.96685 3.44040 1.50384 -0.16 -0.13 0.09
H 2.71247 1.91443 2.39486 -0.05 0.37 -0.10
H 1.44922 3.16629 2.41209 0.32 -0.05 -0.18
H 1.56408 4.08275 -0.89705 -0.30 -0.10 0.04
H 0.12337 3.94783 0.15943 0.18 -0.06 -0.15
H 0.14284 3.07925 -1.39567 0.37 0.26 0.19
C -1.16331 1.91906 -4.29376 0.55 0.03 -0.74
C -0.21151 0.99314 -4.81805 0.26 -0.34 -0.68
C 0.25336 1.11997 -6.12319 0.15 -0.72 1.07
C -0.16150 2.18929 -6.93580 -0.27 0.21 0.12
C -1.06301 3.14022 -6.41106 -0.40 0.30 0.60
C -1.54020 3.02225 -5.10766 -0.23 0.53 -0.69
Se -1.90479 1.62036 -2.64517 -0.06 -0.01 -0.50
H 1.38559 -0.01556 -0.99815 0.82 -0.20 -1.80
H 0.11404 0.17046 -4.18230 -0.01 0.08 -0.33
H 0.95024 0.37445 -6.51778 -0.24 0.31 0.16
H 0.21439 2.28469 -7.95715 -0.14 -0.02 0.30
H -1.38662 3.97581 -7.04158 0.10 -0.31 0.35
H -2.23118 3.75835 -4.70047 0.09 -0.06 -0.26
C -2.77884 -4.33355 1.72655 -0.12 -0.75 0.71
N -2.11650 -3.07818 1.37904 -0.14 1.56 -1.65
C -1.60344 -2.80084 0.15515 -0.15 -2.51 0.65
S -1.66237 -1.20869 -0.49889 0.08 1.16 0.09
N -1.11824 -3.79086 -0.61286 0.17 1.38 0.23
C -0.52896 -5.04435 -0.12230 0.03 -0.77 0.09
H -2.06828 -5.01644 2.20351 -0.23 0.02 -0.15
H -3.24527 -4.80713 0.85985 0.12 0.15 0.04
H -3.55964 -4.10780 2.46216 0.20 -0.04 -0.24
H -2.50981 -2.24638 1.82408 0.25 -0.50 -0.13
H -0.83236 -3.49862 -1.55048 -0.36 -0.26 0.42
H -1.27773 -5.84824 -0.06820 0.32 0.28 0.00
H 0.25143 -5.35388 -0.83214 -0.32 0.12 0.21
H -0.06107 -4.89800 0.86364 -0.28 -0.01 -0.35
```
Positions in Å, forces in eV/Å.

Calculated values
* ⟨S²⟩: 6.071
* spin multiplicity: 5
* E: -4815.55458 a.u.
* charge: +4